Density functional theory data (ωB97M-V with the def2-TZVPD basis set) for a molecular structure, C23H28BrN5O2SZn.

XYZ file:
```
61
Properties=species:S:1:pos:R:3:forces:R:3:lowdin_charge:R:1
Zn -0.0136 -1.3369 -0.0324 -0.2 -0.2 0.4 0.419
O 2.2451 0.6264 -2.6832 0.0 0.0 -0.2 0.017
C 1.3914 1.5657 -3.2455 0.0 0.1 0.0 -0.250
C 1.8421 2.3842 -4.2683 0.1 0.0 -0.1 -0.021
C 1.0100 3.3453 -4.8250 0.0 0.0 0.0 -0.062
C -0.2861 3.4887 -4.3574 0.0 -0.1 0.0 -0.066
C -0.7246 2.6614 -3.3335 -0.1 0.0 -0.1 -0.023
C 0.0935 1.6922 -2.7615 0.0 0.1 0.0 -0.117
C -0.4376 0.8963 -1.5963 0.2 -0.2 0.3 -0.397
O -0.2764 -0.4602 -1.6956 0.0 0.2 -0.2 -0.275
N 0.2600 1.4200 -0.3559 0.1 -0.2 -0.3 0.049
N 0.4853 0.5651 0.6487 -0.1 0.0 -0.5 -0.077
C 0.8616 0.9220 1.8109 0.2 -0.1 0.4 -0.172
C 1.2574 -0.0693 2.8170 0.0 0.1 -0.5 -0.586
Br 1.9944 -1.7052 2.0979 -0.1 0.1 0.1 0.791
C 1.2620 0.0650 4.1383 0.0 0.2 0.4 -0.085
C 0.7120 1.1977 4.9016 0.1 -0.1 -0.1 -0.217
C 1.2819 1.4857 6.1438 0.1 0.0 0.0 -0.028
C 0.8275 2.5543 6.8988 0.0 0.0 0.0 -0.057
C -0.2193 3.3386 6.4300 0.0 0.0 0.0 -0.061
C -0.8166 3.0412 5.2120 0.0 0.0 0.0 -0.066
C -0.3574 1.9766 4.4530 -0.1 0.0 0.0 -0.048
H 3.1311 0.8613 -2.9796 0.1 0.1 0.1 0.099
H 2.8604 2.2727 -4.6320 0.0 0.0 0.0 0.117
H 1.3813 3.9798 -5.6205 0.0 0.0 0.0 0.116
H -0.9469 4.2316 -4.7829 0.0 0.0 0.0 0.112
H -1.7400 2.7641 -2.9616 0.1 0.0 0.0 0.117
H -1.5007 1.1561 -1.5063 -0.2 0.0 0.1 0.129
H 0.1532 2.4003 -0.1340 0.0 0.0 0.1 0.155
H 0.9548 1.9734 2.0748 0.0 0.0 0.1 0.144
H 1.7404 -0.7132 4.7229 -0.1 0.0 0.0 0.112
H 2.0955 0.8695 6.5136 -0.1 0.0 0.0 0.120
H 1.2854 2.7717 7.8557 0.0 0.0 0.0 0.114
H -0.5808 4.1700 7.0211 0.0 0.0 0.0 0.113
H -1.6545 3.6318 4.8602 0.1 0.0 0.0 0.111
H -0.8688 1.7230 3.5306 0.0 0.0 0.1 0.107
N 3.8372 -2.7940 -3.5034 -0.1 0.0 0.1 0.211
C 2.7695 -3.4688 -2.6639 0.0 0.0 0.0 -0.110
C 2.0942 -2.4341 -1.7773 -0.2 0.0 0.1 -0.246
N 0.9718 -2.9838 -1.0003 0.3 0.1 -0.2 -0.008
H 4.2486 -3.4354 -4.1805 0.0 -0.1 -0.1 0.178
H 4.5958 -2.4327 -2.9255 0.1 0.0 0.1 0.177
H 3.4474 -2.0054 -4.0231 -0.1 0.1 0.0 0.171
H 3.2597 -4.2529 -2.0931 0.1 -0.1 0.0 0.140
H 2.0691 -3.9232 -3.3598 0.0 0.0 -0.1 0.141
H 1.6948 -1.6079 -2.3735 0.0 0.0 0.1 0.093
H 2.8136 -2.0009 -1.0783 0.0 0.0 0.0 0.118
H 1.2363 -3.7169 -0.3502 0.1 0.0 0.0 0.099
H 0.2549 -3.3585 -1.6149 0.0 0.0 0.0 0.113
S -1.5839 -2.3936 1.3413 -0.1 0.1 -0.1 0.691
C -3.0878 -2.1044 0.5504 -0.1 0.1 -0.1 -0.671
N -4.2093 -2.4942 1.2020 -0.1 0.0 0.0 0.065
C -5.4733 -2.3496 0.7268 0.2 -0.1 0.2 -0.030
C -5.6771 -1.7755 -0.4855 -0.1 0.1 -0.2 -0.028
C -4.5533 -1.3487 -1.2071 0.0 0.0 -0.1 -0.008
C -3.2835 -1.5069 -0.7057 0.1 0.0 0.0 -0.062
H -4.0766 -2.9203 2.1097 0.0 0.0 0.1 0.152
H -6.2690 -2.7101 1.3629 0.1 0.0 0.0 0.144
H -6.6800 -1.6584 -0.8681 0.0 0.0 0.0 0.125
H -4.6896 -0.8877 -2.1782 0.0 0.0 0.0 0.129
H -2.4120 -1.1832 -1.2645 0.0 0.0 0.0 0.081
```
Positions in Å, forces in eV/Å.

Summary:
- Lowest unoccupied orbital energy: -5.57 eV
- Charge: +2
- Relative energy (zero: lowest compared OMol25 entry of this formula, charge and spin): 10.18 kJ/mol
- Largest force on an atom: 0.56 eV/Å
- M: 583.871 g/mol
- E_HOMO: -12.48 eV

---

Density functional theory data (ωB97M-V with the def2-TZVPD basis set) for a molecular structure, C20H31Cl2N4NiO3 at a distorted geometry.

XYZ file:
```
61
Properties=species:S:1:pos:R:3:forces:R:3:lowdin_spin:R:1
O -2.1281 1.6523 -1.1379 1.6 0.9 0.5 0.001
C -2.8689 0.5784 -0.9262 -0.3 -0.2 -0.3 0.000
C -3.8317 0.7067 0.2872 0.5 -0.4 -0.7 0.000
C -3.3638 0.7015 1.5967 -0.4 0.2 0.5 0.000
H -2.3016 0.5293 1.7954 -0.4 0.2 -0.1 0.000
C -4.2614 0.8247 2.6666 0.1 0.0 -0.3 0.000
H -3.8796 0.8577 3.6875 -0.1 -0.1 -0.2 0.000
C -5.6362 0.8958 2.4181 0.0 0.1 -0.2 0.000
H -6.3452 0.9817 3.2452 0.2 -0.1 -0.2 0.000
C -6.0993 0.8590 1.0964 0.2 0.1 0.2 0.000
H -7.1658 0.8766 0.8804 0.1 0.1 0.1 0.000
C -5.1979 0.7861 0.0349 -0.2 0.0 0.7 0.000
H -5.5616 0.7579 -0.9923 0.1 0.0 0.2 0.000
H -3.5944 0.5420 -1.7788 -0.2 -0.9 -0.2 0.000
C -1.3064 -1.1724 -2.1415 0.1 -0.2 -0.6 0.000
C -2.1722 -0.8329 -0.9663 -1.0 0.2 0.5 0.000
H -1.7642 -1.9540 -2.7819 0.2 0.3 0.2 0.000
H -0.3250 -1.5625 -1.8011 -0.5 0.3 -0.2 0.000
H -1.1442 -0.2925 -2.7734 0.0 -0.1 0.2 0.000
C -2.5242 -1.7963 -0.0997 0.5 0.5 0.1 0.001
C -2.4098 -3.2515 -0.3580 0.2 -0.5 -0.2 0.001
H -2.9103 -1.5203 0.8731 -0.6 -0.1 -0.2 0.000
H -3.4049 -3.6967 -0.2775 -0.1 -0.1 0.1 0.000
H -1.7534 -3.7764 0.3375 0.0 0.0 0.1 0.001
H -2.0679 -3.4590 -1.3745 0.1 0.0 0.1 0.000
Ni 0.4534 -0.5693 1.4529 -0.9 -0.6 -0.4 1.728
Cl -0.3534 -0.3930 3.4880 -0.1 -0.2 0.6 0.111
Cl 0.8862 -2.5224 0.7575 0.4 -0.8 -0.2 0.097
C 3.7052 -1.0913 2.0767 0.1 0.4 0.0 -0.001
O 4.1660 -0.0007 1.7250 -0.5 -1.2 0.3 0.000
N 4.3748 -2.2712 1.9826 0.1 0.3 0.2 0.000
C 5.7441 -2.1907 1.5010 -0.2 0.1 0.1 0.000
C 3.9754 -3.4300 2.7787 0.0 0.3 -0.1 0.000
H 2.6796 -1.2310 2.4967 0.6 0.2 -0.1 -0.001
H 5.7592 -1.4062 0.7334 0.2 -0.4 0.2 0.000
H 6.0422 -3.1639 1.0998 0.0 0.2 0.0 0.000
H 6.4304 -1.9092 2.3176 -0.1 -0.1 -0.3 0.000
H 2.8862 -3.4260 2.9144 0.3 0.0 -0.1 0.000
H 4.4609 -3.4143 3.7680 -0.1 0.0 -0.2 0.000
H 4.2811 -4.3439 2.2564 -0.2 0.2 0.1 0.000
H 3.3124 1.1825 -4.3213 -0.1 -0.1 0.1 0.000
H 1.9407 3.4502 -4.2407 -0.2 -0.1 0.0 0.000
C 2.3102 0.7388 -4.4160 -0.1 0.1 0.0 0.000
C 1.0278 2.8353 -4.2067 -0.2 -0.3 0.1 0.000
N 1.3120 1.5079 -3.6931 0.3 0.0 0.1 0.000
H 2.3269 -0.2835 -4.0321 0.0 0.2 -0.1 0.000
C 1.0201 1.1899 -2.3971 0.3 -0.5 0.7 0.000
O 1.5428 0.2512 -1.7899 -0.5 1.0 -0.7 0.002
H 0.2877 3.3189 -3.5594 0.1 -0.1 -0.2 0.000
H 0.2418 1.8508 -1.9497 0.2 -0.4 0.0 0.000
H 2.0526 0.7487 -5.4798 0.0 -0.1 0.1 0.000
H 0.6297 2.7386 -5.2232 0.0 0.2 0.1 0.000
N 0.6799 3.3938 1.7202 -0.2 0.3 -0.1 0.000
C 1.9248 3.2348 1.1239 -0.1 -1.0 -0.2 0.003
C 2.0555 1.8976 0.8562 -1.2 0.5 0.8 0.007
N 0.9168 1.2430 1.3357 -0.1 2.9 -0.3 0.045
C 0.0764 2.1983 1.8021 1.7 -1.1 -0.4 0.003
H 0.2654 4.2724 2.0210 0.2 -0.5 -0.2 0.000
H 2.6262 4.0232 0.9447 -0.1 0.3 0.0 0.001
H 2.8606 1.3571 0.4059 0.1 -0.1 0.0 0.001
H -0.8835 1.9785 2.2407 0.1 0.3 -0.1 0.000
```
Positions in Å, forces in eV/Å.

Summary:
- Lowest unoccupied orbital energy (spin up / spin down): 2.66 / 2.30 eV
- Charge: -1
- Expectation value of S²: 2.0058
- Spin multiplicity: 3
- Largest force on an atom: 2.89 eV/Å
- M: 505.092 g/mol
- E_HOMO (spin up / spin down): -3.26 / -3.26 eV

---

Density functional theory data (ωB97M-V with the def2-TZVPD basis set) for a molecular structure, C49H45AsI2N4OS3Ti at a distorted geometry.

XYZ file:
```
106
Properties=species:S:1:pos:R:3:forces:R:3:lowdin_spin:R:1
Ti 0.7697 -1.2141 -0.2717 -0.9 -1.7 0.7 0.995
C 2.0297 -2.0304 -4.3959 0.0 0.2 -0.1 0.006
C 1.6695 -1.2749 -3.1468 0.3 0.3 -0.4 0.042
N 0.8546 -1.7936 -2.2890 -0.4 -0.9 -0.7 -0.002
N 0.3313 -3.0398 -2.6786 0.0 -0.1 0.2 0.001
C -0.2759 -3.7386 -1.7708 0.0 0.4 0.0 -0.005
S -0.5757 -3.3928 -0.1209 0.0 -0.1 -0.5 -0.004
S -0.8816 -5.3303 -2.3104 0.0 0.1 -0.1 -0.001
C -1.3253 -4.9151 -4.0297 -0.1 0.0 0.2 0.000
C -2.6537 -4.2064 -4.0474 0.1 0.0 0.1 0.000
C -2.7042 -2.8159 -3.9784 -0.1 0.1 -0.1 0.000
C -3.9224 -2.1554 -3.8567 0.1 -0.1 -0.2 0.000
C -5.1068 -2.8785 -3.7979 0.1 -0.1 0.0 0.000
C -5.0677 -4.2679 -3.8769 0.1 0.0 0.0 0.000
C -3.8497 -4.9232 -4.0013 0.0 0.0 0.0 0.000
C 2.2859 0.0577 -2.9301 -0.1 -0.2 0.0 0.001
C 3.2219 0.5698 -3.8371 0.1 -0.1 -0.1 0.005
C 3.7549 1.8347 -3.7047 0.0 0.1 0.0 -0.001
C 3.3410 2.6524 -2.6499 0.0 -0.1 -0.2 0.006
C 2.4288 2.1804 -1.7382 0.1 0.0 0.0 -0.001
C 1.9382 0.8745 -1.8349 -0.2 -0.2 -0.2 0.006
O 1.1094 0.4272 -0.9190 0.4 1.8 -0.8 -0.003
H 1.2066 -2.6686 -4.6875 0.0 -0.1 0.0 0.001
H 2.8899 -2.6738 -4.1879 0.0 0.0 0.0 0.002
H 2.2727 -1.3581 -5.2165 0.0 -0.1 0.0 0.001
H -1.3436 -5.8645 -4.5657 -0.1 0.1 -0.1 0.000
H -0.5188 -4.2838 -4.3943 0.0 -0.1 -0.2 0.000
H -1.7789 -2.2490 -3.9922 0.0 0.0 0.0 0.000
H -3.9410 -1.0723 -3.7864 0.0 -0.5 -0.1 0.000
H -6.0534 -2.3633 -3.6791 0.0 0.0 0.0 0.000
H -5.9863 -4.8425 -3.8251 0.0 0.0 0.0 0.000
H -3.8152 -6.0086 -4.0370 0.0 0.1 0.0 0.000
H 3.5564 -0.0457 -4.6618 0.0 0.1 0.1 0.000
H 4.4869 2.1898 -4.4199 0.0 0.0 0.0 0.000
H 3.7439 3.6523 -2.5354 0.0 0.0 0.0 0.000
H 2.1039 2.7804 -0.9018 0.0 0.0 0.1 0.000
C -1.0798 2.5081 -2.1038 0.0 0.0 0.0 0.000
C -1.3296 1.0997 -2.6524 0.0 0.1 0.1 0.000
C -2.6317 0.5318 -2.1553 0.1 0.2 -0.1 0.000
C -3.8145 0.8681 -2.8054 0.0 0.3 0.2 0.000
C -5.0406 0.4009 -2.3574 0.0 0.2 0.2 0.000
C -5.0724 -0.4645 -1.2787 0.0 0.1 0.0 0.000
C -3.9128 -0.8097 -0.5857 0.0 -0.2 0.1 0.000
C -4.0286 -1.8223 0.5379 -0.1 0.2 0.0 0.000
C -4.8584 -1.3301 1.7283 0.1 0.0 0.0 0.000
C -2.6892 -0.2570 -0.9987 0.1 0.0 0.1 0.001
N -1.5048 -0.4636 -0.2213 0.1 0.0 0.3 0.006
C -1.5908 -0.1032 1.0031 -0.1 0.3 0.2 0.003
C -0.5575 -0.3276 2.0117 0.1 -0.3 0.1 0.006
C -0.7074 0.2289 3.2409 0.0 0.0 0.2 0.002
C 0.4518 0.0218 4.1831 0.0 0.0 -0.1 0.000
C 1.5224 -1.1169 2.7761 -0.2 0.1 0.1 0.007
N 0.5623 -1.0565 1.6716 -0.2 0.7 1.2 0.013
H -0.1337 2.9053 -2.4762 0.0 0.0 0.0 0.000
H -1.0189 2.4766 -1.0114 0.0 0.0 -0.1 0.000
H -1.8881 3.1891 -2.3896 0.0 0.0 0.0 0.000
H -0.5159 0.4561 -2.3363 0.0 0.0 -0.1 0.000
H -1.3363 1.1169 -3.7453 -0.1 0.0 0.0 0.000
H -3.7639 1.5234 -3.6710 0.0 -0.1 0.0 0.000
H -5.9574 0.6897 -2.8594 0.0 -0.1 0.0 0.000
H -6.0197 -0.8866 -0.9560 0.1 0.0 0.0 0.000
H -3.0428 -2.1220 0.8797 0.1 -0.1 0.0 0.000
H -4.4985 -2.7183 0.1252 0.0 0.0 0.0 0.000
H -4.3791 -0.4774 2.2163 0.0 0.0 0.0 0.000
H -4.9610 -2.1246 2.4722 0.0 0.1 0.0 0.000
H -5.8592 -1.0199 1.4163 0.0 0.0 0.0 0.000
H -2.4712 0.4445 1.3444 -0.1 -0.1 0.1 0.000
H -1.6084 0.7559 3.5303 0.1 0.1 -0.1 0.000
H 0.3544 0.4638 5.1717 -0.1 0.1 0.0 0.000
H 2.3879 -1.7086 2.5200 0.2 0.0 -0.2 0.000
S 3.8554 0.1234 0.7399 0.4 0.6 0.2 0.016
C 4.2876 1.7747 1.1187 -0.2 -0.2 0.3 0.003
C 5.5268 2.3538 0.7712 -0.2 0.2 0.1 0.002
C 5.8402 3.6530 1.1558 -0.1 -0.2 0.0 0.000
C 4.9364 4.4191 1.8927 0.0 0.0 0.0 0.001
C 3.6956 3.8778 2.2221 0.0 -0.2 0.0 0.000
C 3.3682 2.5734 1.8570 0.3 0.0 -0.3 0.001
As 1.6085 1.7432 1.9606 0.0 0.3 0.2 0.001
C 1.7786 0.3321 3.3674 -0.1 -0.3 -0.1 0.000
C 3.0100 0.4845 4.2112 -0.3 -0.2 0.0 0.000
C 3.4372 -0.3308 5.1794 -0.2 -0.2 0.1 0.000
C 2.7970 -1.5780 5.6223 0.1 0.2 0.0 0.000
C 1.6488 -2.0816 5.1658 -0.2 0.1 -0.2 0.000
C 0.7784 -1.5011 4.0927 0.3 0.1 0.1 0.000
C 0.7390 3.1091 3.1381 -0.1 0.0 0.1 0.000
C 1.0201 3.3286 4.4894 0.0 0.0 0.0 0.000
C 0.2813 4.2386 5.2420 0.0 -0.1 -0.1 0.000
C -0.7596 4.9499 4.6543 0.0 0.0 -0.1 0.000
C -1.0393 4.7647 3.3039 0.1 -0.1 0.1 0.000
C -0.2938 3.8513 2.5607 0.0 0.1 0.2 0.000
H 6.2262 1.7581 0.1937 0.0 0.0 0.0 0.000
H 6.8040 4.0760 0.8833 0.0 0.0 0.0 0.000
H 5.1905 5.4290 2.2001 0.0 0.0 0.0 0.000
H 2.9776 4.4787 2.7709 0.0 0.0 0.0 0.000
H 3.5976 1.3759 4.0232 0.1 0.0 -0.1 0.000
H 4.3511 -0.0600 5.6982 0.0 0.0 0.0 0.000
H 3.3253 -2.1385 6.3888 0.0 0.0 0.0 0.000
H 1.3081 -3.0261 5.5815 0.0 0.0 0.0 0.000
H -0.0927 -2.1310 3.9259 -0.1 0.0 0.0 0.000
H 1.8301 2.7786 4.9604 -0.1 0.0 0.0 0.000
H 0.5133 4.3896 6.2911 0.0 0.0 0.0 0.000
H -1.3491 5.6434 5.2445 0.0 0.0 0.0 0.000
H -1.8447 5.3211 2.8357 0.0 0.0 0.0 0.000
H -0.5188 3.6984 1.5107 0.0 0.0 0.0 0.000
I 2.9137 -3.0144 -0.2018 0.8 -0.5 0.1 0.278
I 5.0502 -5.3482 -0.1993 0.0 -0.1 0.0 0.610
```
Positions in Å, forces in eV/Å.

Summary:
- Lowest unoccupied orbital energy (spin up / spin down): 3.89 / 2.97 eV
- Charge: -2
- Expectation value of S²: 2.0129
- Spin multiplicity: 3
- Relative energy (zero: lowest compared OMol25 entry of this formula, charge and spin): 104.63 kJ/mol
- Largest force on an atom: 2.02 eV/Å
- M: 1178.724 g/mol
- E_HOMO (spin up / spin down): -1.59 / -1.59 eV

---

Density functional theory data (ωB97M-V with the def2-TZVPD basis set) for a molecular structure, C18H16N5O6S3Se2V at a distorted geometry.

XYZ file:
```
51
Properties=species:S:1:pos:R:3:forces:R:3:lowdin_spin:R:1
V -0.4956 -0.5442 -0.3379 3.3 0.8 -0.2 1.038
C 1.2876 -5.8061 0.0556 0.0 0.2 0.0 0.000
S 2.6715 -4.6944 -0.3031 0.0 0.1 0.0 -0.001
C 1.9271 -3.2487 -0.9369 -0.2 -0.3 -0.1 -0.003
S 2.9404 -1.9629 -1.3381 0.3 0.2 0.0 -0.012
N 0.6158 -3.2346 -1.1496 0.2 -0.5 0.6 -0.011
N 0.2311 -1.9943 -1.4933 -0.6 0.2 -1.4 -0.014
C -0.2326 -1.7914 -2.6797 0.0 0.1 0.0 0.004
C -0.5057 -0.3962 -3.0335 0.2 -0.2 0.2 0.006
C -0.9003 0.0472 -4.2661 -0.1 0.0 -0.4 0.004
C -0.9503 1.4210 -4.4966 -0.1 0.0 0.0 0.001
C -0.5737 2.2936 -3.4938 0.1 0.0 -0.1 0.002
C -0.2067 1.7807 -2.2606 -0.1 0.0 0.1 0.001
N -0.2066 0.4646 -2.0303 -0.3 0.1 -0.8 0.000
H 1.5996 -6.8126 -0.2124 0.0 0.0 0.0 0.000
H 0.4281 -5.5142 -0.5409 0.0 -0.1 0.0 0.000
H 1.0413 -5.7703 1.1156 0.0 0.0 0.0 0.000
H -0.2966 -2.6146 -3.3786 0.0 0.0 -0.2 0.000
H -1.1668 -0.6695 -5.0321 0.1 0.1 0.0 0.000
H -1.2736 1.8014 -5.4577 0.0 -0.1 0.0 0.000
H -0.5666 3.3627 -3.6486 0.0 0.0 0.0 0.000
H 0.0687 2.4165 -1.4275 -0.1 -0.1 0.0 0.000
O -3.6686 0.3394 1.0152 -0.1 0.3 -0.2 0.000
S -2.5857 -0.5677 0.9141 -1.4 0.0 1.5 0.010
O -2.6725 -1.8466 1.5379 0.1 0.2 -0.2 0.006
O -1.2348 0.1100 1.2703 -1.2 -0.1 -0.2 0.009
O -2.2229 -0.7978 -0.6324 -0.4 -0.1 0.7 -0.020
Se 2.2416 2.5324 1.6098 0.0 0.1 0.2 -0.001
Se 2.0137 0.7241 0.1552 0.2 -0.1 0.0 -0.013
C 1.7644 -0.7280 1.3877 -0.3 -0.1 -0.3 0.003
C 2.5978 -1.0799 2.4198 0.1 0.0 0.1 -0.001
C 2.2691 -2.2055 3.1571 0.1 0.0 0.0 0.002
C 1.1390 -2.9411 2.8296 0.1 -0.1 0.1 0.000
C 0.3677 -2.5483 1.7629 0.1 0.4 -0.3 0.001
N 0.6907 -1.4476 1.0527 0.1 -0.5 0.8 -0.011
C 0.5836 3.5034 1.4459 -0.1 -0.3 -0.2 0.000
C 0.5646 4.7384 1.9661 -0.1 0.2 0.2 0.000
C -0.6018 5.5967 1.8951 0.2 0.1 0.0 0.000
C -1.8505 5.1584 1.7911 -0.1 -0.2 0.1 0.000
C -1.5986 3.1811 0.7757 -0.7 0.1 0.3 0.000
N -0.3727 2.9225 0.6387 0.5 0.1 -0.2 0.001
H 3.4879 -0.5003 2.6187 0.0 0.0 0.1 0.000
H 2.9016 -2.5160 3.9780 0.0 0.0 0.0 0.000
H 0.8593 -3.8195 3.3942 0.0 0.0 0.0 0.000
H -0.5124 -3.0897 1.4608 -0.1 0.0 -0.1 0.000
H 1.4760 5.1452 2.3916 -0.1 0.0 0.0 0.000
H -0.4541 6.6706 1.9189 0.0 -0.1 -0.1 0.000
H -2.7154 5.7923 1.6590 -0.1 -0.1 0.1 0.000
H -3.2900 2.5319 0.2244 -0.7 -0.1 0.4 0.000
O -2.4725 2.8301 -0.1754 0.9 0.0 0.0 0.000
O -2.1404 3.7780 1.8834 0.1 0.1 -0.4 0.000
```
Positions in Å, forces in eV/Å.

Summary:
- Lowest unoccupied orbital energy (spin up / spin down): -5.94 / -5.49 eV
- Charge: +1
- Expectation value of S²: 0.7684
- Spin multiplicity: 2
- Relative energy (zero: lowest compared OMol25 entry of this formula, charge and spin): 17.94 kJ/mol
- Largest force on an atom: 3.42 eV/Å
- M: 703.420 g/mol
- E_HOMO (spin up / spin down): -10.81 / -10.83 eV